Molecular formula: CHIS2
Method: DFT, wB97M-V/def2-TZVPD

Geometry as XYZ:
```
5
Properties=species:S:1:pos:R:3
C 3.10064 -0.33782 -0.45093
S 1.92340 -1.29664 -0.15997
S 4.15127 0.82093 -0.66328
I -1.57374 -1.08039 -0.22784
H -3.09842 -1.78343 -0.53537
```

LUMO level (eV): -0.451
Orbital gap (eV): 9.270
Largest force on an atom (eV Å⁻¹): 1.77
E (a.u.): -1132.75499
Molar mass (g/mol): 204.06
Total charge: 0